Entry from OMol25: a cluster of 13 separate species, C60H156N10O23 in total in a non-equilibrium geometry (ωB97M-V/def2-TZVPD).

Structure (XYZ):
```
249
Properties=species:S:1:pos:R:3
C 1.58 -2.22 3.04
C 2.88 -3.05 2.88
O 2.84 -3.80 1.67
O 1.41 -1.67 4.36
H 0.76 -2.81 2.71
H 1.57 -1.32 2.46
H 3.05 -3.69 3.71
H 3.75 -2.36 2.93
H 2.14 -4.48 1.73
H 1.68 -2.28 5.05
C 3.16 1.43 3.86
C 3.97 0.92 2.70
O 4.22 1.86 1.68
O 3.17 0.40 4.87
H 2.18 1.79 3.53
H 3.53 2.33 4.40
H 3.67 -0.06 2.30
H 4.91 0.69 3.13
H 3.94 1.45 0.83
H 2.33 -0.11 4.84
C 0.82 -2.20 -4.01
C 2.11 -1.74 -4.73
O 1.64 -0.71 -5.58
O -0.14 -2.18 -5.09
H 0.51 -1.53 -3.22
H 0.92 -3.20 -3.67
H 2.49 -2.54 -5.36
H 2.83 -1.35 -4.00
H 0.84 -1.13 -5.95
H -0.86 -1.65 -4.78
C -6.55 -0.56 -0.17
O -6.26 0.32 0.86
C -5.38 -0.17 1.88
C -5.00 0.92 2.78
N -4.31 2.01 2.06
C -5.25 3.12 1.59
C -4.52 4.28 1.12
O -5.42 5.35 0.88
C -4.73 6.55 0.52
H -5.72 -0.80 -0.82
H -7.35 -0.18 -0.78
H -6.99 -1.50 0.23
H -4.44 -0.58 1.46
H -6.00 -0.91 2.35
H -4.27 0.57 3.48
H -5.90 1.36 3.22
H -3.75 2.45 2.77
H -5.86 3.35 2.52
H -6.00 2.85 0.85
H -3.89 3.94 0.31
H -3.84 4.62 1.96
H -5.43 7.41 0.67
H -4.47 6.45 -0.55
H -3.83 6.66 1.16
C -3.93 1.84 -2.02
O -3.15 1.60 -3.12
C -1.72 1.31 -2.92
C -1.18 0.99 -4.27
N -1.94 -0.23 -4.82
C -2.27 -0.08 -6.25
C -3.30 1.01 -6.56
O -4.60 0.50 -6.12
C -5.61 1.48 -6.18
H -4.66 2.62 -2.34
H -3.37 2.18 -1.19
H -4.51 0.96 -1.69
H -1.67 0.40 -2.28
H -1.32 2.23 -2.45
H -0.13 0.73 -4.31
H -1.30 1.92 -4.85
H -2.77 -0.38 -4.23
H -2.58 -1.06 -6.70
H -1.35 0.29 -6.72
H -3.26 1.28 -7.67
H -3.06 1.91 -5.95
H -5.48 2.29 -5.48
H -6.53 1.02 -5.86
H -5.96 1.84 -7.15
C 3.29 2.44 -5.79
O 3.16 3.25 -4.66
C 1.97 2.91 -3.92
C 1.87 3.83 -2.75
N 2.91 3.54 -1.73
C 2.78 4.27 -0.44
C 2.83 5.79 -0.59
O 3.89 6.27 -1.37
C 5.16 6.22 -0.73
H 3.51 1.44 -5.51
H 4.14 2.75 -6.40
H 2.35 2.39 -6.37
H 2.05 1.89 -3.52
H 1.10 3.00 -4.52
H 0.87 3.66 -2.31
H 1.78 4.86 -3.15
H 3.79 3.61 -2.22
H 3.39 3.84 0.33
H 1.74 4.04 -0.13
H 2.94 6.28 0.44
H 1.95 6.20 -1.16
H 5.09 6.69 0.29
H 5.91 6.76 -1.32
H 5.59 5.22 -0.51
C -1.29 1.94 7.84
O -1.61 1.54 6.52
C -0.51 1.23 5.71
C -0.93 0.78 4.30
N -1.70 -0.48 4.30
C -1.84 -1.08 2.97
C -2.86 -2.19 3.08
O -2.18 -3.30 3.62
C -2.95 -4.44 3.77
H -0.65 1.22 8.32
H -2.19 1.96 8.50
H -0.92 2.95 7.99
H 0.02 0.36 6.22
H 0.24 2.06 5.80
H -0.08 0.66 3.67
H -1.53 1.59 3.82
H -1.16 -1.17 4.80
H -0.91 -1.47 2.50
H -2.32 -0.34 2.30
H -3.23 -2.42 2.08
H -3.74 -1.89 3.73
H -2.34 -5.10 4.36
H -3.35 -4.80 2.83
H -3.85 -4.29 4.44
C 6.93 1.99 -0.36
O 6.67 0.61 -0.46
C 6.91 -0.03 0.73
C 6.66 -1.59 0.78
N 5.28 -2.00 0.48
C 5.05 -3.14 -0.33
C 5.51 -2.97 -1.88
O 4.72 -2.05 -2.51
C 5.28 -1.25 -3.52
H 6.08 2.43 0.18
H 7.03 2.39 -1.38
H 7.85 2.19 0.20
H 6.24 0.36 1.51
H 7.97 0.11 1.12
H 6.81 -1.88 1.80
H 7.34 -2.19 0.19
H 4.81 -1.24 0.08
H 3.93 -3.26 -0.38
H 5.63 -3.94 0.00
H 5.43 -3.99 -2.45
H 6.56 -2.53 -1.83
H 5.18 -1.76 -4.51
H 6.37 -1.09 -3.38
H 4.91 -0.27 -3.60
C 1.57 -8.24 7.97
O 2.01 -7.84 6.67
C 2.17 -9.08 5.86
C 2.42 -8.75 4.44
N 1.21 -8.23 3.82
C 1.42 -7.67 2.50
C 0.25 -6.77 2.11
O 0.71 -5.78 1.20
C -0.43 -4.88 0.94
H 1.35 -7.36 8.62
H 2.39 -8.82 8.40
H 0.56 -8.80 7.90
H 1.25 -9.76 6.03
H 3.10 -9.49 6.15
H 2.72 -9.70 3.98
H 3.28 -8.02 4.35
H 0.82 -7.47 4.38
H 1.44 -8.53 1.80
H 2.26 -7.07 2.37
H -0.15 -6.29 3.02
H -0.59 -7.27 1.61
H -0.77 -4.49 1.92
H -1.15 -5.35 0.24
H -0.03 -4.00 0.50
C 1.09 -7.27 -1.68
O 0.46 -6.24 -2.41
C -0.82 -6.60 -3.02
C -1.50 -5.44 -3.65
N -2.10 -4.58 -2.65
C -2.72 -3.39 -3.15
C -3.82 -2.82 -2.29
O -3.39 -2.54 -0.99
C -2.46 -1.47 -0.89
H 1.93 -6.85 -1.19
H 1.41 -8.14 -2.30
H 0.39 -7.69 -1.03
H -1.52 -7.02 -2.26
H -0.66 -7.33 -3.91
H -2.37 -5.90 -4.20
H -0.91 -4.99 -4.46
H -1.39 -4.36 -1.94
H -3.11 -3.60 -4.13
H -1.96 -2.57 -3.37
H -4.61 -3.58 -2.23
H -4.32 -1.91 -2.81
H -2.18 -1.33 0.12
H -2.88 -0.58 -1.34
H -1.64 -1.73 -1.50
C 1.72 -1.40 -0.55
C 1.90 0.00 -1.10
C 1.26 1.06 -0.26
O -0.03 0.63 0.10
C -0.71 1.81 0.68
N 3.34 0.40 -1.24
H 2.12 -1.61 0.46
H 2.35 -1.96 -1.30
H 0.70 -1.86 -0.64
H 1.39 0.01 -2.06
H 1.19 1.96 -0.82
H 1.90 1.17 0.69
H -0.40 2.65 0.04
H -0.28 1.93 1.67
H -1.79 1.66 0.80
H 3.38 1.27 -1.77
H 3.95 -0.33 -1.61
C -1.60 4.50 -5.63
C -2.68 4.80 -4.63
C -2.21 5.62 -3.39
O -1.33 4.78 -2.62
C -1.23 5.14 -1.26
N -3.89 5.52 -5.14
H -1.14 5.42 -5.93
H -1.98 4.03 -6.53
H -0.89 3.85 -5.10
H -3.05 3.89 -4.15
H -3.06 5.79 -2.67
H -1.76 6.59 -3.67
H -0.89 6.14 -1.25
H -0.44 4.53 -0.85
H -2.18 4.94 -0.69
H -3.73 6.37 -5.63
H -4.20 4.94 -5.88
C -1.86 6.03 4.91
C -1.81 4.91 3.88
C -0.33 4.48 3.70
O 0.44 5.48 3.01
C 0.14 5.40 1.65
N -2.49 3.65 4.21
H -0.93 6.49 4.91
H -1.88 5.61 5.92
H -2.71 6.71 4.74
H -2.20 5.20 2.90
H -0.33 3.52 3.17
H 0.17 4.37 4.66
H 0.57 4.46 1.22
H 0.72 6.25 1.20
H -0.93 5.54 1.48
H -3.41 3.77 4.54
H -2.02 3.20 4.95
```

Summary:
**Multiplicity**: 1
**Relative energy (zero: lowest compared OMol25 entry of this formula, charge and spin)**: 59.7 kcal per mole
**Gap between HOMO and LUMO**: 8.526 eV
**LUMO level**: 0.457 eV
**HOMO level**: -8.068 eV
**F_max**: 0.080 Eh/bohr
**Energy**: -126727.4143 eV